Below is a molecular structure, C3H5BrO, with properties calculated with ωB97M-V/def2-TZVPD.

The LUMO energy comes out at -0.374 eV. The value obtained for the orbital gap is 9.21 eV. The total energy is -75279.1121 eV. Its energy relative to the best compared isomer or geometry (same formula, charge and spin) is 2.168 eV.

Each line ends with the Löwdin charge.
Positions of all 10 atoms, in Å:
Br 2.14 -2.41 1.17  0.108
O 0.34 0.37 1.38  0.026
C -0.80 0.74 -0.90  -0.010
C 0.26 -0.82 0.87  -0.336
C 0.43 0.38 -0.06  -0.228
H -0.49 1.07 -1.83  0.054
H -1.48 -0.07 -0.82  0.069
H -1.36 1.52 -0.38  0.092
H -0.52 -1.47 0.92  0.066
H 1.48 0.68 -0.35  0.159